{"formula": "C4H6N3S", "method": "ωB97M-V/def2-TZVPD", "symbols": ["C", "C", "C", "C", "N", "N", "N", "S", "H", "H", "H", "H", "H", "H"], "coordinates": [[-0.800748, 0.571304, -0.592201], [-1.805728, -1.479200, -0.635087], [0.805272, -1.200203, -0.362593], [1.546162, 1.036001, 0.078253], [-1.794983, -0.196037, -0.638266], [0.571473, 0.085807, -0.345267], [-2.160201, -2.228954, 0.443711], [2.282527, -1.884698, -0.127999], [-0.858988, 1.668045, -0.730717], [1.531352, 1.530200, 1.057719], [2.570459, 0.424035, 0.047703], [1.708353, 1.711851, -0.674085], [-1.737084, -3.199537, 0.413080], [-2.134010, -1.733770, 1.296633]], "atomic_forces_ev_per_a": [[2.13, 0.98, 0.56], [0.95, -2.21, -0.97], [-1.89, -1.71, -0.33], [3.28, -1.92, 0.73], [-0.87, 0.64, 0.51], [-1.67, 1.43, 0.51], [0.40, -1.25, -1.49], [1.05, -0.42, 0.17], [-0.10, -0.76, 0.02], [-0.77, -0.32, -0.05], [-2.01, 1.06, 0.35], [0.16, 2.32, -1.76], [-0.99, 2.00, 0.21], [0.31, 0.15, 1.54]], "de_lowest_kcal_mol": 68.3, "total_charge": -1, "homo_lumo_gap_ev": 5.60, "largest_force_ev_per_a": 3.87, "e_tot_ha": -718.36517, "homo_energy_ev": -1.726}